1.
Density functional theory data (ωB97M-V with the def2-TZVPD basis set) for 23 unconnected molecules or ions with the total composition C49H144N14O29 in a non-equilibrium geometry.

```
! wB97M-V def2-TZVPD RIJCOSX def2/J DEFGRID3
* xyz 0 1
C -2.814 7.627 2.851
C -3.552 6.344 2.993
C -4.631 6.308 1.857
O -2.699 5.174 2.885
H -2.107 7.943 3.568
H -3.499 8.440 2.604
H -2.154 7.394 2.023
H -3.918 6.240 4.075
H -5.047 5.300 1.958
H -4.146 6.339 0.881
H -5.363 7.069 1.974
H -3.184 4.291 2.866
C 7.341 -2.128 0.315
C 6.566 -1.167 -0.604
C 6.913 -1.323 -2.084
O 5.170 -1.115 -0.387
H 6.931 -2.288 1.343
H 8.433 -1.920 0.372
H 7.450 -3.152 -0.039
H 6.931 -0.158 -0.377
H 6.217 -0.819 -2.669
H 6.877 -2.359 -2.434
H 7.791 -0.742 -2.339
H 4.729 -1.726 -1.073
C -3.514 -5.012 -7.250
C -3.176 -5.953 -8.407
C -1.900 -5.561 -9.152
O -3.007 -7.237 -7.841
H -3.289 -3.964 -7.412
H -2.834 -5.318 -6.437
H -4.460 -5.165 -6.732
H -4.082 -6.006 -9.085
H -1.865 -4.573 -9.596
H -1.562 -6.373 -9.860
H -1.053 -5.483 -8.432
H -2.533 -7.808 -8.396
C -4.020 7.332 -2.369
C -5.341 6.473 -2.233
C -5.236 4.986 -2.560
O -5.901 6.563 -0.908
H -3.578 7.346 -3.380
H -3.294 6.970 -1.629
H -4.175 8.328 -1.990
H -6.087 6.931 -2.897
H -6.146 4.366 -2.269
H -4.502 4.591 -1.858
H -4.915 4.786 -3.565
H -6.163 7.524 -0.793
C -0.349 6.225 0.280
C 0.078 4.906 1.068
C 1.320 4.324 0.514
O 0.310 5.235 2.453
H -0.782 5.954 -0.724
H 0.539 6.867 0.328
H -1.102 6.850 0.731
H -0.741 4.137 0.942
H 2.146 5.112 0.536
H 1.153 3.804 -0.448
H 1.685 3.535 1.210
H -0.578 5.293 2.913
C 5.916 3.806 -3.023
C 5.138 4.325 -1.876
C 4.918 5.888 -1.773
O 3.865 3.705 -1.740
H 6.929 4.161 -2.885
H 5.448 4.082 -3.994
H 5.869 2.715 -2.890
H 5.748 4.179 -0.962
H 4.431 6.094 -0.834
H 4.232 6.241 -2.603
H 5.873 6.369 -1.882
H 4.015 2.848 -1.364
C 3.208 0.275 -3.086
C 2.021 -0.546 -3.662
C 2.383 -1.101 -5.064
O 1.590 -1.680 -2.894
H 4.135 -0.292 -3.257
H 3.063 0.275 -1.942
H 3.209 1.308 -3.414
H 1.195 0.102 -3.926
H 1.464 -1.601 -5.468
H 3.183 -1.821 -5.006
H 2.766 -0.290 -5.754
H 1.351 -1.300 -2.004
C 1.427 4.930 -4.149
C -0.073 4.375 -4.464
C -0.200 2.904 -4.159
O -1.039 5.157 -3.739
H 1.577 4.641 -3.129
H 1.472 6.017 -4.330
H 2.177 4.380 -4.785
H -0.310 4.367 -5.550
H -1.225 2.539 -4.245
H 0.195 2.590 -3.139
H 0.423 2.249 -4.819
H -0.670 6.060 -3.711
C -0.937 0.442 -0.138
C 0.558 0.432 0.080
C 0.880 0.773 1.538
O 1.146 -0.737 -0.456
H -1.306 0.303 -1.175
H -1.334 1.374 0.237
H -1.362 -0.431 0.398
H 0.893 1.218 -0.575
H 0.604 1.806 1.750
H 1.949 0.583 1.714
H 0.290 0.357 2.357
H 1.024 -1.481 0.144
C -3.114 -9.763 -2.438
C -1.883 -8.995 -1.843
C -0.527 -9.483 -2.204
O -1.973 -7.597 -2.267
H -3.141 -10.781 -2.047
H -3.064 -9.889 -3.526
H -3.986 -9.143 -2.188
H -1.932 -9.006 -0.711
H 0.261 -8.865 -1.728
H -0.362 -9.218 -3.274
H -0.364 -10.539 -1.971
H -1.282 -7.172 -1.666
C -4.633 -0.108 -0.351
O -4.018 0.756 0.243
N -4.810 -1.338 0.188
N -5.245 0.175 -1.565
H -5.419 -2.077 -0.184
H -4.492 -1.478 1.143
H -5.461 -0.693 -2.063
H -5.136 1.114 -1.933
C 2.740 3.479 4.372
O 3.619 2.814 4.873
N 1.548 2.963 4.023
N 2.908 4.803 4.090
H 1.425 1.985 4.219
H 0.937 3.565 3.383
H 3.748 5.205 4.445
H 2.172 5.387 3.815
C -1.723 -3.641 -2.570
O -2.953 -3.786 -2.353
N -1.063 -2.501 -2.297
N -1.014 -4.635 -3.182
H -1.681 -1.820 -1.845
H -0.265 -2.167 -2.775
H -1.434 -5.525 -3.112
H -0.032 -4.697 -2.953
C -1.288 -6.051 0.765
O -0.580 -6.486 -0.157
N -2.611 -6.247 0.858
N -0.770 -5.505 1.914
H -3.070 -6.459 -0.059
H -3.085 -5.603 1.459
H -1.480 -5.093 2.524
H 0.132 -5.028 1.777
C 4.617 -0.488 4.151
O 4.861 -1.571 3.647
N 5.532 0.463 4.361
N 3.325 -0.126 4.436
H 5.237 1.258 4.839
H 6.427 0.371 3.922
H 2.706 -0.851 4.169
H 3.017 0.807 4.664
C -2.578 -3.167 2.485
O -3.541 -3.857 2.758
N -2.210 -2.793 1.228
N -1.714 -2.708 3.429
H -1.186 -2.595 1.137
H -2.551 -3.336 0.413
H -1.359 -1.778 3.302
H -2.220 -2.728 4.333
C 1.943 -2.713 2.051
O 0.882 -2.793 1.403
N 2.014 -3.174 3.337
N 3.038 -2.081 1.663
H 1.221 -3.576 3.814
H 2.952 -3.380 3.675
H 3.840 -1.991 2.242
H 3.106 -1.786 0.709
C 3.783 -4.283 -1.912
C 2.266 -4.671 -1.656
O 2.126 -5.995 -1.257
O 3.927 -2.823 -2.035
H 4.244 -4.846 -2.756
H 4.418 -4.485 -1.025
H 1.717 -4.622 -2.617
H 1.862 -3.974 -0.865
H 1.320 -6.095 -0.736
H 3.115 -2.414 -2.395
C -1.445 4.430 6.260
C -1.246 4.396 7.762
O -1.455 3.130 8.269
O -2.712 3.974 5.791
H -0.648 3.829 5.829
H -1.149 5.450 5.943
H -2.007 5.025 8.231
H -0.207 4.783 8.115
H -1.959 3.120 9.073
H -2.861 4.398 4.944
C 5.953 2.640 1.571
C 4.841 1.625 1.247
O 4.617 1.478 -0.118
O 6.267 2.750 3.003
H 5.766 3.616 1.162
H 6.889 2.270 1.232
H 3.940 2.009 1.854
H 5.068 0.644 1.689
H 4.808 0.595 -0.392
H 5.381 2.802 3.456
C -0.680 -0.631 7.438
C 0.605 -1.065 6.785
O 0.422 -1.499 5.429
O -1.258 0.539 6.830
H -0.287 -0.271 8.422
H -1.339 -1.513 7.579
H 1.066 -1.954 7.226
H 1.280 -0.210 6.693
H -0.165 -0.850 4.957
H -1.137 1.396 7.370
C -2.492 1.863 2.932
C -3.006 0.584 3.607
O -1.810 0.046 4.420
O -3.516 2.655 2.325
H -1.635 1.603 2.270
H -2.101 2.491 3.803
H -3.290 -0.202 2.942
H -3.875 0.861 4.241
H -1.772 0.767 5.084
H -3.757 2.187 1.474
C -5.807 -6.063 -2.400
C -6.566 -4.794 -2.212
O -5.733 -3.614 -2.084
O -4.866 -6.436 -1.398
H -5.457 -6.094 -3.440
H -6.624 -6.812 -2.364
H -7.116 -4.961 -1.289
H -7.234 -4.670 -3.066
H -4.806 -3.927 -2.025
H -4.014 -6.592 -1.879
*
```

The calculation puts the LUMO energy at 0.301 eV. For the orbital gap, the calculation gives 9.92 eV. For the largest force on an atom, the calculation gives 3.6 eV/A. For the total energy, the calculation gives -4902.06278 Ha.

---

2.
Density functional theory data (ωB97M-V with the def2-TZVPD basis set) for a single C6H16O3Si3 molecule in a non-equilibrium geometry.

```
! wB97M-V def2-TZVPD RIJCOSX def2/J DEFGRID3
* xyz 0 1
C -1.249 -3.473 -1.541
C -0.485 -2.498 -1.120
C -1.046 -1.140 -1.004
O -2.184 -0.863 -1.391
O -0.183 -0.260 -0.538
C -0.384 1.117 -0.513
C 0.040 1.845 -1.808
C 1.363 1.327 -2.360
Si 0.553 1.828 0.981
O 2.072 2.001 0.530
Si 0.084 0.501 2.763
Si -0.938 -1.551 2.587
H -0.927 -4.535 -1.865
H -2.101 -3.082 -2.031
H 0.485 -2.669 -0.755
H -1.416 1.401 -0.308
H -0.675 1.769 -2.692
H 0.062 2.796 -1.447
H 2.025 0.968 -1.547
H 1.196 0.415 -3.056
H 1.811 2.198 -2.868
H -0.003 3.173 1.110
H 2.784 2.222 1.121
H 1.115 0.548 3.961
H -0.915 1.512 3.292
H -0.578 -2.470 1.500
H -2.267 -0.950 2.413
H -0.743 -2.498 3.601
*
```

The calculation puts the LUMO energy at 0.409 eV. For the orbital gap, the calculation gives 10.07 eV. The energy above the lowest of the compared OMol25 structures with the same formula, charge and spin comes out at 0.0 kcal/mol. As for the structure (SMILES): C=CC(=O)O[C@H](CC)[Si@H](O)[SiH2][SiH3]. For the largest force on an atom, the calculation gives 4.1 eV/A. For the total energy, the calculation gives -1332.34041 Ha.

---

3.
Density functional theory data (ωB97M-V with the def2-TZVPD basis set) for a molecular structure, C22H35NO3P2PtS in a non-equilibrium geometry.

```
! wB97M-V def2-TZVPD RIJCOSX def2/J DEFGRID3
* xyz 0 3
P 0.729 -3.562 -1.129
P -0.638 3.634 1.372
C -0.733 1.816 -0.920
C 0.003 2.995 -0.255
H -0.762 0.962 -0.227
H -1.777 2.095 -1.144
H 1.074 2.757 -0.147
H -0.080 3.867 -0.924
C -2.333 4.122 1.142
H -2.350 5.199 0.937
H -2.887 3.912 2.065
H -2.768 3.583 0.291
C 0.449 4.869 2.042
H 0.521 5.687 1.312
H 1.438 4.439 2.237
H 0.010 5.246 2.977
C -0.310 -4.924 -1.685
H -0.701 -5.455 -0.806
H 0.286 -5.609 -2.304
H -1.149 -4.543 -2.283
C 2.421 -4.146 -0.968
H 3.131 -3.309 -1.014
H 2.653 -4.862 -1.770
H 2.516 -4.641 0.011
Pt -0.167 0.992 -2.847
C 0.916 0.457 -4.404
C -0.522 0.293 -4.660
C -1.295 -1.020 -4.596
C -1.833 -1.247 -3.159
C -0.702 -0.838 -2.192
C 0.459 -1.781 -2.394
C 1.807 -1.200 -2.678
C 1.879 -0.697 -4.155
C 0.176 -3.002 0.494
H 1.363 1.290 -4.971
H -0.928 1.015 -5.386
H -0.676 -1.862 -4.943
H -2.148 -0.946 -5.284
H -2.711 -0.612 -2.988
H -2.133 -2.288 -2.993
H -1.053 -0.851 -1.150
H 0.204 -2.507 -3.182
H 2.581 -1.963 -2.537
H 1.996 -0.357 -1.992
H 2.898 -0.331 -4.340
H 1.709 -1.523 -4.865
H 0.556 -1.996 0.724
H 0.558 -3.720 1.234
H -0.922 -2.979 0.520
O -2.139 3.190 3.909
C -1.280 2.342 3.646
N -0.590 2.273 2.432
S 0.915 1.259 2.516
O 0.819 0.215 1.523
O 2.050 2.151 2.530
C 0.404 0.716 4.114
C 1.111 -0.178 4.916
C 0.609 -0.466 6.191
C -0.590 0.123 6.635
C -1.287 1.009 5.818
C -0.778 1.300 4.546
H 2.029 -0.624 4.543
H 1.152 -1.145 6.848
H -0.967 -0.114 7.630
H -2.212 1.487 6.132
*
```

The calculation puts the LUMO energy (spin up / spin down) at 0.144 / 0.057 eV. For the orbital gap (spin up / spin down), the calculation gives 4.36 / 7.54 eV. The energy above the lowest of the compared OMol25 structures with the same formula, charge and spin comes out at 15.5 kcal/mol. For the largest force on an atom, the calculation gives 5.6 eV/A. For the total energy, the calculation gives -2339.76143 Ha.

---

4.
Density functional theory data (ωB97M-V with the def2-TZVPD basis set) for 2 unconnected molecules or ions with the total composition CH7N2 in a non-equilibrium geometry.

```
! wB97M-V def2-TZVPD RIJCOSX def2/J DEFGRID3
* xyz 1 1
N -0.215 0.315 2.015
H 0.455 -0.204 2.568
H -1.025 -0.304 2.041
H -0.526 1.171 2.457
H 0.933 0.059 -0.083
C 0.177 -0.141 -1.928
N 0.126 -0.181 -0.657
H -0.724 -0.479 -2.434
H 1.147 -0.019 -2.414
H -0.480 -0.742 -0.072
*
```

The calculation puts the LUMO energy at -5.742 eV. For the orbital gap, the calculation gives 9.23 eV. The energy above the lowest of the compared OMol25 structures with the same formula, charge and spin comes out at 21.1 kcal/mol. For the largest force on an atom, the calculation gives 1.9 eV/A. For the total energy, the calculation gives -151.51730 Ha.

---

5.
Density functional theory data (ωB97M-V with the def2-TZVPD basis set) for a molecular structure, C5H9NO in a non-equilibrium geometry.

```
! wB97M-V def2-TZVPD RIJCOSX def2/J DEFGRID3
* xyz 0 1
C 1.725 0.641 -0.062
C 0.180 -0.652 -0.429
C -1.070 -1.267 0.081
C -1.218 1.129 -0.140
C 0.198 0.667 0.247
H 2.421 0.928 0.783
H 1.881 1.096 -1.007
H 1.771 -1.351 0.838
H 0.106 -0.668 -1.489
H -1.564 -2.001 -0.593
H -1.150 -1.565 1.191
H -1.752 1.956 0.470
H -1.404 1.565 -1.171
H 0.094 0.510 1.394
N 1.677 -0.837 -0.114
O -1.893 -0.151 0.002
*
```

The calculation puts the LUMO energy at 1.059 eV. For the orbital gap, the calculation gives 10.19 eV. The energy above the lowest of the compared OMol25 structures with the same formula, charge and spin comes out at 100.9 kcal/mol. For the largest force on an atom, the calculation gives 3.4 eV/A. For the total energy, the calculation gives -325.77677 Ha.

---

6.
Density functional theory data (ωB97M-V with the def2-TZVPD basis set) for a molecular structure, C14H15BaN6O4S in a non-equilibrium geometry.

```
! wB97M-V def2-TZVPD RIJCOSX def2/J DEFGRID3
* xyz 1 1
Ba 0.212 -0.627 -0.997
C -4.202 -1.314 1.383
C -3.137 -0.740 0.507
N -2.455 -1.413 -0.343
N -2.750 -2.755 -0.447
C -2.153 -3.533 -1.402
N -2.585 -4.800 -1.405
S -1.006 -3.036 -2.528
C -2.805 0.728 0.625
C -3.829 1.624 0.897
C -3.511 2.970 1.022
C -2.192 3.359 0.885
C -1.241 2.387 0.603
N -1.531 1.096 0.461
H -3.806 -2.160 1.951
H -5.057 -1.665 0.800
H -4.563 -0.595 2.110
H -3.423 -3.164 0.186
H -3.283 -5.141 -0.765
H -2.172 -5.445 -2.056
H -4.846 1.284 1.006
H -4.283 3.696 1.230
H -1.891 4.391 0.992
H -0.197 2.657 0.490
C 3.239 2.302 -2.653
C 3.454 1.446 -1.459
N 2.604 0.554 -0.980
C 3.263 -0.022 0.122
C 4.488 0.556 0.264
N 4.587 1.475 -0.747
C 5.671 0.461 1.174
O 5.604 -0.378 2.180
O 6.624 1.162 0.941
C 2.679 -1.102 0.986
O 3.338 -1.569 1.900
O 1.474 -1.463 0.672
H 2.196 2.255 -2.964
H 3.854 1.971 -3.490
H 3.486 3.341 -2.443
H 5.408 2.051 -0.875
H 4.735 -0.843 2.164
*
```

The calculation puts the LUMO energy at -3.474 eV. For the orbital gap, the calculation gives 8.48 eV. The energy above the lowest of the compared OMol25 structures with the same formula, charge and spin comes out at 0.0 kcal/mol. For the largest force on an atom, the calculation gives 1.8 eV/A. For the total energy, the calculation gives -1595.65048 Ha.